Below is a molecular structure, C23H18N7O2PPt, with properties calculated with wB97M-V/def2-TZVPD.

The charge is +2. The energy comes out at -1881.08893 Eh. The value obtained for the orbital gap is 6.40 eV. As for the HOMO energy: -0.5547 Ha. The LUMO energy is -0.3195 Ha.

Last column: Mulliken charge in e.
Positions of all 52 atoms, in Å:
1 Pt 0.80732 1.51160 -1.33221  1.3859
2 O -2.34756 3.26574 -1.05834  -0.4781
3 C -1.50935 2.98148 -0.26597  -0.0088
4 O -0.16407 3.03670 -0.53798  -0.6899
5 C -1.72705 2.56743 1.15005  0.6956
6 C -2.74252 3.10543 1.92047  -0.6632
7 C -2.84571 2.75739 3.26175  -0.5723
8 C -1.95078 1.86242 3.83255  -0.8354
9 C -0.94887 1.28757 3.06268  -0.0361
10 C -0.84452 1.64641 1.71967  0.5252
11 P 0.43084 0.81175 0.79416  1.0889
12 C 0.12673 -0.92802 0.74891  0.8197
13 C 1.11015 -1.81584 0.28533  -0.5733
14 C 0.85539 -3.17280 0.27943  -1.1335
15 C -0.38150 -3.64705 0.71236  -0.5912
16 C -1.36709 -2.77111 1.14615  -0.8736
17 C -1.12170 -1.40800 1.16570  -0.7381
18 C 2.09073 1.28107 1.17599  0.6446
19 C 3.00838 0.39647 1.75785  -0.7401
20 C 4.29634 0.83469 1.99170  -0.7633
21 C 4.68632 2.12224 1.61708  -0.5138
22 C 3.78550 2.99750 1.03167  -1.0474
23 C 2.47324 2.59560 0.82234  -0.2280
24 H -3.42549 3.81384 1.47043  0.5286
25 H -3.62421 3.19598 3.87112  0.4427
26 H -2.03324 1.60469 4.87948  0.4557
27 H -0.26908 0.57238 3.51182  0.4884
28 H 2.07347 -1.44634 -0.04443  0.8553
29 H 1.61094 -3.86416 -0.06531  0.4517
30 H -0.57104 -4.71254 0.71318  0.4846
31 H -2.32316 -3.14845 1.48214  0.4931
32 H -1.88811 -0.72741 1.51005  0.4597
33 H 2.71584 -0.60680 2.03660  0.5645
34 H 5.00788 0.17341 2.46730  0.4566
35 H 5.70258 2.44493 1.80052  0.4448
36 H 4.09087 3.99946 0.76419  0.4774
37 H 1.74554 3.30905 0.45223  0.6615
38 N -3.85416 -2.06259 -4.13967  -0.3442
39 C -2.66664 -1.79948 -3.61921  0.6888
40 N -1.78905 -2.77791 -3.42340  -0.2175
41 N -2.42789 -0.51834 -3.30951  -0.5008
42 C -1.47529 0.05401 -2.73753  0.6722
43 N -0.76499 0.82737 -2.21305  -0.7472
44 H -4.11126 -2.98124 -4.46051  0.2099
45 H -4.49971 -1.30236 -4.28259  0.2559
46 H -1.98187 -3.72835 -3.69882  0.2307
47 H -0.86022 -2.58874 -3.09300  -0.0034
48 N 1.41153 -4.00099 -3.29223  -0.4943
49 C 1.86305 -2.94170 -3.37640  0.5520
50 N 2.36426 -1.72829 -3.45939  -0.5369
51 C 2.16361 -0.71731 -2.78590  0.8109
52 N 2.09564 0.33920 -2.23942  -0.5148

Below is a molecular structure, C23H19AsIN2PRhS4, with properties calculated with wB97M-V/def2-TZVPD.

The charge is -1. The energy comes out at -5575.62844 Eh. The value obtained for the orbital gap is 6.27 eV. As for the HOMO energy: -0.1544 Ha. The LUMO energy is 0.0761 Ha.

Last column: Mulliken charge in e.
Positions of all 52 atoms, in Å:
1 Rh 1.21451 -1.53430 -0.86546  -0.2193
2 S 3.62874 -1.44096 3.40123  -0.5147
3 As 2.87468 -2.53088 1.78918  0.4716
4 S 0.72476 -2.03353 1.28308  -0.2304
5 S 3.36078 -1.55879 -0.19435  -0.3964
6 S 3.19378 -4.60931 1.77804  -0.5305
7 I -1.59575 -2.85504 -1.54074  0.1620
8 C -0.01561 -4.21610 -1.50011  0.2868
9 C -0.23679 -5.56151 -1.70958  -0.6586
10 C 0.86917 -6.40347 -1.68219  -0.1242
11 C 2.11939 -5.86519 -1.45304  -0.8052
12 C 2.23650 -4.49919 -1.24818  -0.3203
13 N 1.18029 -3.68323 -1.27829  0.1619
14 H -1.23653 -5.93229 -1.87959  0.3681
15 H 0.74262 -7.46842 -1.83106  0.3623
16 H 3.00386 -6.48241 -1.39192  0.3986
17 H 3.18554 -4.02605 -1.03880  0.6051
18 N 1.02434 0.36598 -0.95325  -0.6705
19 P 0.04685 1.28991 -0.17363  1.6952
20 C -0.12292 2.82754 -1.14617  -0.0678
21 C -0.73648 3.98069 -0.66544  -0.2686
22 C -0.85751 5.10273 -1.47301  -0.7282
23 C -0.36487 5.08316 -2.77018  -0.4180
24 C 0.25631 3.94008 -3.25359  -0.6494
25 C 0.37830 2.81865 -2.44540  -0.2730
26 C -1.67489 0.69304 0.00540  0.1986
27 C -2.07901 -0.02928 1.12655  -0.0187
28 C -3.32633 -0.63771 1.15836  -0.7959
29 C -4.18180 -0.53397 0.07068  -0.4142
30 C -3.78533 0.17908 -1.05459  -0.7045
31 C -2.53818 0.78653 -1.08519  -0.4614
32 C 0.51135 1.78689 1.50597  0.6716
33 C 1.79533 1.45849 1.92416  -0.7144
34 C 2.21864 1.80308 3.20118  -0.6933
35 C 1.36313 2.47637 4.05765  -0.4591
36 C 0.06857 2.78732 3.65333  -0.9120
37 C -0.35983 2.43393 2.38458  -0.0773
38 H -1.11359 4.01551 0.34730  0.2372
39 H -1.33277 5.99533 -1.08529  0.4035
40 H -0.45859 5.95966 -3.39973  0.3651
41 H 0.65194 3.92239 -4.26168  0.3899
42 H 0.87421 1.92153 -2.79420  0.3619
43 H -1.40358 -0.14055 1.96528  0.4940
44 H -3.62165 -1.20716 2.03059  0.3774
45 H -5.15350 -1.01191 0.09595  0.3578
46 H -4.44716 0.26061 -1.90827  0.3766
47 H -2.22675 1.33042 -1.97012  0.3877
48 H 2.44586 0.89500 1.26365  0.3796
49 H 3.20390 1.49832 3.52700  0.4853
50 H 1.69195 2.73388 5.05721  0.3758
51 H -0.61123 3.28398 4.33503  0.3788
52 H -1.38463 2.63115 2.09167  0.3734

Below is a molecular structure, C23H19BrClN7O8Tc, with properties calculated with wB97M-V/def2-TZVPD.

The charge is +2. The spin multiplicity is 4. The energy comes out at -4987.64956 Eh. The value obtained for the orbital gap (spin up / spin down) is 8.80 / 6.64 eV. As for the HOMO energy (spin up / spin down): -0.5606 / -0.5604 Ha. The LUMO energy (spin up / spin down) is -0.2374 / -0.3164 Ha.

Last column: Mulliken spin population.
Positions of all 60 atoms, in Å:
1 Tc -0.46391 -0.42789 -1.35080  2.7004
2 O -4.06833 -4.92156 -1.00449  -0.0001
3 C -3.54509 -4.69708 0.19252  0.0008
4 O -3.77589 -5.37602 1.14577  0.0025
5 C -2.62080 -3.50973 0.33790  0.0267
6 C -1.96672 -3.16405 1.53019  0.0344
7 Cl -2.10857 -3.83481 3.05604  0.0104
8 N -1.19197 -2.08392 1.31119  0.0322
9 N -1.33014 -1.69450 0.02109  -0.1088
10 C -2.18176 -2.55873 -0.56205  0.0602
11 C -2.54185 -2.22886 -1.97152  0.0054
12 O -3.26206 -2.89102 -2.65528  0.0299
13 O -1.99676 -1.06585 -2.36834  0.0763
14 C -0.37140 -1.35301 2.24157  0.0137
15 C 0.57037 -2.03702 2.99025  -0.0022
16 C 1.36642 -1.32183 3.87254  -0.0001
17 C 1.22330 0.05460 3.98930  -0.0002
18 C 0.27390 0.72425 3.22621  0.0076
19 C -0.53949 0.01665 2.35477  0.0146
20 H -3.85020 -4.23596 -1.66768  -0.0011
21 H 0.69753 -3.10652 2.87998  -0.0002
22 H 2.09945 -1.84637 4.47045  0.0000
23 H 1.83804 0.60357 4.68980  0.0000
24 H 0.14770 1.79383 3.32988  0.0001
25 H -1.31102 0.52183 1.79050  -0.0110
26 N 0.28144 0.23582 -3.29392  -0.0330
27 N 1.36058 -0.61921 -3.63705  0.0077
28 C 1.38774 -1.87847 -3.01906  -0.0016
29 O 2.10242 -2.75337 -3.37189  0.0169
30 O 0.55300 -1.94617 -1.95738  0.1238
31 H -0.52281 0.10013 -3.91643  0.0011
32 H 0.60440 1.19411 -3.40529  0.0035
33 H 1.63758 -0.60959 -4.61147  -0.0015
34 O -3.20799 5.20743 -0.59608  0.0067
35 C -2.62539 4.03607 -0.76114  0.0133
36 C -1.34841 3.85241 -1.30200  -0.0058
37 C -0.87486 2.57826 -1.40232  0.0072
38 N -1.53048 1.45427 -1.00356  -0.0299
39 C -2.78189 1.66057 -0.51378  0.0190
40 Br -3.86969 0.22851 0.01060  0.0040
41 C -3.34505 2.90533 -0.37899  -0.0008
42 H -2.65905 5.94919 -0.88952  -0.0002
43 H -0.73845 4.68164 -1.63445  -0.0005
44 H 0.10259 2.43849 -1.83491  -0.0031
45 H -4.34546 3.01358 0.01382  -0.0002
46 N 4.83743 3.22838 0.42983  -0.0002
47 C 3.53628 2.94339 0.26600  0.0010
48 O 2.66932 3.77622 0.07680  -0.0007
49 C 3.13224 1.48432 0.31069  -0.0034
50 C 3.84707 0.42377 0.84151  0.0161
51 C 3.27892 -0.84420 0.82291  -0.0063
52 C 2.03328 -1.01988 0.26653  0.0378
53 N 1.32164 0.01536 -0.23479  -0.1115
54 C 1.87497 1.23296 -0.19625  0.0515
55 H 5.11912 4.19637 0.41168  0.0000
56 H 5.55407 2.52774 0.48983  0.0001
57 H 4.82786 0.56476 1.27853  -0.0001
58 H 3.80247 -1.69971 1.22516  0.0006
59 H 1.59171 -2.00181 0.19302  -0.0004
60 H 1.30262 2.08336 -0.52637  -0.0024

Below is a molecular structure, C23H19CaF5NO3PTe in a non-equilibrium geometry, with properties calculated with wB97M-V/def2-TZVPD.

The energy comes out at -2954.83148 Eh. The value obtained for the orbital gap is 8.08 eV. As for the HOMO energy: -0.3231 Ha. The LUMO energy is -0.0261 Ha.

Last column: Mulliken charge in e.
Positions of all 54 atoms, in Å:
1 Ca -1.23553 -1.76370 2.08247  1.4564
2 O -1.94144 1.05099 4.77678  -0.6569
3 C -1.34544 0.74433 3.76474  0.0888
4 O -0.62438 -0.31342 3.56846  -0.8671
5 C -1.40145 1.67230 2.55924  0.5077
6 C -1.46287 3.06795 2.78341  -0.7656
7 C -1.43955 3.90209 1.70986  -0.9630
8 C -1.37958 3.35327 0.40543  0.9962
9 C -1.34438 4.15576 -0.75771  -0.8243
10 C -1.29493 3.58198 -1.99584  -0.6533
11 C -1.28133 2.17666 -2.12028  -0.7891
12 C -1.31408 1.37892 -1.01286  0.0878
13 C -1.35704 1.94669 0.28140  -0.1462
14 N -1.36753 1.12462 1.37114  0.7281
15 H -1.53109 3.42090 3.80223  0.5475
16 H -1.47455 4.97843 1.83230  0.4322
17 H -1.36557 5.23350 -0.64595  0.4090
18 H -1.27389 4.20012 -2.88386  0.4064
19 H -1.24313 1.72807 -3.10486  0.4503
20 H -1.30186 0.30216 -1.10394  0.2879
21 C 3.01159 -2.56255 1.47624  -1.6104
22 P 1.47410 -1.98095 0.67841  0.5059
23 C 1.94184 -0.27171 0.25600  1.0555
24 C 1.99508 0.64921 1.30085  -0.4915
25 C 2.42515 1.94583 1.06480  -0.5365
26 C 2.78310 2.33632 -0.21747  -0.6116
27 C 2.73379 1.42219 -1.25999  -0.6777
28 C 2.32527 0.11788 -1.02518  -0.2650
29 C 1.43234 -2.85104 -0.91984  0.1086
30 C 0.31175 -2.66329 -1.73138  -0.0828
31 C 0.22113 -3.29048 -2.96312  -0.9000
32 C 1.24371 -4.12601 -3.39389  -0.4435
33 C 2.35440 -4.32818 -2.59008  -0.6877
34 C 2.45099 -3.69177 -1.35930  -0.4341
35 H 2.94206 -3.62063 1.72921  0.4333
36 H 3.13798 -1.99453 2.39783  0.3939
37 H 3.87887 -2.38690 0.84019  0.4517
38 H 1.68439 0.35880 2.29896  0.1106
39 H 2.45418 2.65702 1.88085  0.4466
40 H 3.09449 3.35573 -0.40591  0.4131
41 H 3.01395 1.72487 -2.26086  0.4083
42 H 2.29888 -0.59208 -1.84283  0.3678
43 H -0.49657 -2.01823 -1.40328  0.4848
44 H -0.65208 -3.13294 -3.58242  0.4491
45 H 1.17127 -4.62158 -4.35309  0.3861
46 H 3.15236 -4.98057 -2.92019  0.3953
47 H 3.32860 -3.85702 -0.74908  0.3178
48 F -2.26757 -1.32608 0.05740  -0.3601
49 Te -4.13561 -1.05756 0.64750  2.2072
50 F -4.35343 -0.60917 -1.13298  -0.3770
51 F -4.34041 -2.81921 0.06266  -0.4196
52 F -4.19206 0.78097 0.88729  -0.4207
53 F -5.95696 -1.07647 0.94363  -0.3888
54 O -3.48702 -1.43149 2.27689  -0.9616